No. 1
{"formula": "C12H28N2O3P", "method": "ωB97M-V with the def2-TZVPD basis set", "symbols": ["C", "C", "P", "N", "C", "C", "O", "C", "C", "N", "C", "C", "C", "O", "H", "H", "H", "H", "H", "H", "H", "H", "H", "H", "H", "H", "H", "H", "H", "H", "H", "H", "H", "H", "C", "C", "C", "O", "H", "H", "H", "H", "H", "H", "H", "H"], "coordinates": [[4.64, 1.46, 0.75], [3.61, 1.28, 0.11], [2.03, 1.19, -1.02], [2.08, 3.00, -1.12], [3.12, 1.12, -2.59], [2.65, 1.04, -3.91], [2.12, -0.54, -0.98], [1.01, -1.17, -1.62], [-0.28, -1.28, -0.67], [-1.46, -0.51, -1.17], [-1.66, 0.67, -0.30], [-3.01, 1.46, -0.57], [-3.53, 1.38, -2.07], [-2.71, 2.87, -0.31], [5.32, 1.83, 1.56], [0.81, 1.23, -1.78], [1.26, 1.27, 0.20], [1.85, 3.31, -2.07], [3.07, 3.25, -0.96], [4.25, 1.10, -2.42], [2.05, 1.83, -4.44], [2.90, 0.12, -4.51], [1.32, -2.25, -1.81], [0.75, -0.75, -2.64], [-0.61, -2.37, -0.66], [-0.02, -1.04, 0.41], [-1.27, -0.26, -2.14], [-0.81, 1.40, -0.43], [-1.66, 0.35, 0.78], [-3.82, 1.19, 0.17], [-3.86, 2.41, -2.38], [-4.46, 0.73, -2.07], [-2.77, 1.04, -2.81], [-1.98, 3.14, -0.90], [-2.00, -1.72, 3.63], [-0.90, -2.68, 3.18], [-0.24, -3.36, 4.37], [0.08, -1.97, 2.44], [-1.58, -0.93, 4.26], [-2.45, -1.23, 2.76], [-2.78, -2.25, 4.19], [-1.32, -3.44, 2.51], [0.23, -2.63, 5.03], [0.55, -4.04, 4.04], [-0.97, -3.94, 4.95], [0.46, -1.30, 3.02]], "homo_lumo_gap_ev": 6.19, "charge": -1, "energy_ha": -1150.371473, "homo_energy_ev": -3.36}

No. 2
{"formula": "C5H12N2O2Sn", "method": "ωB97M-V with the def2-TZVPD basis set", "symbols": ["Sn", "C", "H", "H", "H", "H", "H", "C", "C", "N", "O", "C", "C", "N", "O", "H", "H", "H", "H", "H", "H", "H"], "coordinates": [[0.06, 0.18, -1.52], [-0.26, 0.09, -4.29], [0.79, 0.25, -4.07], [-0.37, -0.90, -4.70], [-0.52, 0.81, -5.06], [-1.07, 0.31, -3.24], [-1.59, 0.50, -2.45], [0.77, -1.29, 2.54], [0.38, -0.55, 1.30], [0.44, -1.17, 0.13], [0.83, -2.49, 0.28], [-0.09, 0.79, 1.33], [-0.28, 1.58, 2.61], [-0.47, 1.37, 0.16], [-1.08, 2.47, 0.16], [1.10, -2.30, 2.27], [-0.08, -1.38, 3.23], [1.57, -0.78, 3.09], [0.84, -2.86, -0.61], [0.30, 2.52, 2.60], [-1.33, 1.86, 2.77], [0.05, 1.00, 3.48]], "homo_lumo_gap_ev": [6.58, 6.50], "charge": 2, "energy_ha": -671.019943, "relative_energy_ev": 11.453, "homo_energy_ev": [-17.84, -17.78]}